The following is a quantum chemistry calculation of C27H67CuNO17P4 as an isolated structure in a non-equilibrium geometry, from OMol25.

Results
Largest force on an atom ... 0.08603 hartree/bohr
ΔE to the lowest compared entry with this formula, charge and spin ... 467.49 kJ/mol
Charge ... +1
DFT total energy ... -147178.5496 eV
E_LUMO ... -6.1 eV

CARTESIAN COORDINATES (ANGSTROEM)
1 H 5.92 6.62 3.83
2 O -1.74 -1.86 -5.82
3 H 5.04 -8.12 0.81
4 H -2.93 -3.80 1.32
5 P -2.77 4.22 -1.07
6 H -3.70 6.14 2.25
7 O 3.06 -4.33 1.69
8 H 7.32 2.70 3.89
9 O -3.16 -2.29 3.14
10 C -4.81 -3.83 0.36
11 H -6.68 1.78 0.17
12 H 6.64 4.05 6.60
13 H 4.05 7.12 1.89
14 P -0.28 -1.91 -5.25
15 H -7.63 -3.16 2.91
16 H 0.13 -4.72 -4.08
17 H -2.29 -4.57 4.96
18 O -2.72 5.57 -0.15
19 H -5.71 1.65 -1.21
20 C -1.24 5.46 -2.91
21 C 7.24 3.47 5.89
22 H -4.60 -0.36 -5.46
23 O -5.71 -2.55 3.37
24 O 4.33 2.61 2.50
25 O -0.19 -1.71 -3.78
26 H -1.05 6.43 -2.44
27 H 1.06 -5.22 -5.37
28 C 4.06 -7.68 0.93
29 H 2.87 -6.22 2.60
30 C 2.02 -0.70 -6.06
31 H -3.18 -4.83 6.41
32 H -0.44 4.75 -2.70
33 H -1.21 -6.34 -5.16
34 O -1.87 3.13 -0.76
35 H 3.80 -1.02 -7.35
36 C -7.45 -3.05 5.06
37 C -2.96 -4.07 5.66
38 H -4.43 -3.90 -0.66
39 P -4.25 -3.15 3.54
40 H 6.18 8.05 2.91
41 C 3.31 -5.57 1.83
42 H -2.04 -2.05 5.47
43 C 6.08 6.97 2.81
44 H -5.41 3.98 0.66
45 H -0.87 -5.68 -6.77
46 H -3.46 4.39 2.22
47 H -1.22 -3.04 6.53
48 H 4.58 -4.56 -0.33
49 H 7.44 1.56 1.15
50 H -2.85 -2.48 7.02
51 H 2.54 -2.25 -7.56
52 O 4.39 5.23 2.40
53 H 3.71 -8.08 1.88
54 H 3.48 -8.07 0.09
55 C 0.16 -4.64 -5.17
56 H -4.95 -2.76 0.49
57 H -4.20 -0.48 -7.21
58 O 5.88 4.08 4.12
59 H -4.26 -1.86 -6.16
60 H 5.09 6.39 0.87
61 O 0.30 -3.35 -5.84
62 C -6.22 2.40 -0.60
63 H 2.50 -1.14 -5.17
64 H -6.90 2.95 -1.25
65 H -7.57 -1.97 5.16
66 C -3.82 -4.42 1.33
67 C -6.89 -3.34 3.69
68 H -5.83 -4.19 0.43
69 N 4.04 -6.23 0.90
70 C 4.90 6.44 1.94
71 C -2.47 -0.64 -5.87
72 H -0.50 6.11 -4.79
73 H 7.32 3.91 -0.23
74 H 5.63 3.72 -0.15
75 H -1.83 -4.69 -5.90
76 H -1.62 4.76 -4.99
77 C 2.73 -1.21 -7.30
78 H -3.61 -5.44 1.00
79 H -6.78 -3.50 5.78
80 Cu 0.51 -0.39 0.90
81 C 4.77 -5.63 -0.24
82 H 5.79 1.46 0.69
83 C -3.95 -0.81 -6.21
84 C 6.55 3.46 0.38
85 C -1.04 -5.42 -5.73
86 P 5.17 3.84 2.67
87 C -1.39 5.63 -4.39
88 H -2.20 6.35 -4.51
89 C -2.24 -2.85 6.19
90 H -6.67 -4.41 3.60
91 C -5.01 3.24 -0.04
92 O 0.56 -0.84 -6.15
93 H -2.37 -0.32 -4.83
94 H 8.19 3.98 5.73
95 H 7.14 1.53 -0.52
96 O 6.48 3.96 1.73
97 H 7.04 6.64 2.42
98 O -2.50 4.88 -2.53
99 H 5.85 -5.77 -0.18
100 H -1.25 4.82 1.17
101 O -4.35 3.90 -1.09
102 O -4.30 -4.56 2.70
103 C -2.95 5.35 2.28
104 H -2.43 5.45 3.23
105 H 7.49 2.59 6.48
106 H 4.44 -6.02 -1.20
107 H 5.92 2.14 4.69
108 H -4.34 2.60 0.55
109 H -1.58 6.55 1.40
110 H -2.05 0.05 -6.60
111 C 6.73 1.93 0.41
112 O -4.16 -3.67 5.10
113 H 2.28 0.34 -5.85
114 H 2.23 -0.68 -8.11
115 H -8.40 -3.54 5.26
116 C -2.02 5.59 1.11
117 C 6.57 3.01 4.61